Density functional theory data (ωB97M-V with the def2-TZVPD basis set) for the molecule C3H7NOS.

Its multiplicity is 1. The HOMO-LUMO gap comes out at 9.346 eV. As for the SMILES: C/N=C/CSO. Its energy relative to the best compared isomer or geometry (same formula, charge and spin) is 46.3 kcal/mol. The HOMO energy is -8.8 eV. As for the total energy: -17595.920 eV. Its maximum force is 0.01653 Eh/bohr.

Geometry as XYZ:
```
13
Properties=species:S:1:pos:R:3:lowdin_charge:R:1
C 2.109 0.019 -1.129 -0.1366
N 0.830 0.615 -0.849 -0.0271
C 0.191 0.291 0.180 -0.2951
C -1.167 0.840 0.420 -0.4441
S -2.378 -0.458 -0.022 0.8500
O -2.009 -1.608 1.126 -0.4790
H 2.474 0.449 -2.062 0.0670
H 2.826 0.217 -0.328 0.0776
H 2.026 -1.065 -1.243 0.0802
H 0.536 -0.444 0.919 0.1236
H -1.326 1.118 1.462 0.0746
H -1.387 1.670 -0.247 0.0779
H -2.725 -1.643 1.772 0.0310
```